Entry 1:
{
  "formula": "C6H8N2O3",
  "method": "the ωB97M-V functional and the def2-TZVPD basis",
  "e_above_lowest_ev": 3.237,
  "lumo_energy_ev": 0.750,
  "total_charge": 0,
  "homo_ev": -9.704,
  "smiles": "O=C(O)[C@@H]1CN1.c1cnoc1",
  "species": ["O", "C", "O", "C", "C", "N", "H", "H", "H", "H", "H", "C", "C", "N", "O", "C", "H", "H", "H"],
  "coordinates": [[-0.841, 2.005, 0.342], [-1.518, 1.036, 0.085], [-2.546, 1.066, -0.758], [-1.206, -0.365, 0.541], [-0.714, -1.358, -0.424], [-2.122, -1.396, -0.037], [-2.899, 0.153, -0.844], [-1.012, -0.446, 1.611], [-0.090, -2.134, 0.001], [-0.511, -1.088, -1.474], [-2.257, -2.142, 0.638], [1.792, 1.320, 0.084], [1.587, 0.356, 1.050], [1.974, -0.833, 0.575], [2.521, -0.603, -0.658], [2.333, 0.681, -0.996], [1.681, 2.391, 0.197], [1.126, 0.393, 2.031], [2.704, 0.962, -1.963]]
}



Entry 2:
{
  "formula": "C6H6O",
  "method": "the ωB97M-V functional and the def2-TZVPD basis",
  "e_above_lowest_ev": 6.713,
  "lumo_energy_ev": 1.136,
  "total_charge": 0,
  "homo_ev": -9.199,
  "species": ["O", "C", "C", "C", "C", "C", "C", "H", "H", "H", "H", "H", "H"],
  "coordinates": [[-0.865, -1.685, 0.475], [-0.331, -0.406, 1.047], [0.889, -0.662, 0.143], [1.349, 0.787, -0.257], [0.196, 1.465, -0.392], [-0.902, 0.456, -0.085], [-0.394, -0.860, -0.685], [-0.381, -0.287, 2.132], [0.545, -1.952, 0.493], [2.347, 1.187, -0.404], [0.020, 2.506, -0.663], [-1.956, 0.736, -0.119], [-0.516, -1.285, -1.684]]
}